Record 1
C20H14N2O5 | ωB97M-V/def2-TZVPD

Values from the calculation:
energy relative to the best compared isomer or geometry (same formula, charge and spin)	0.000	eV
net charge	0
gap between HOMO and LUMO	7.73	eV
maximum force	2.504	eV/A
structure (SMILES)	N#Cc1cn(-c2ccc(C(=O)O)c(O)c2)cc1-c1ccc2c(c1)OCCO2

Last column: natural (NBO) charge in e.
Positions of all 41 atoms, in Å:
O: 0.60528 2.98586 -4.71802  -0.504
O: -2.17604 -3.33708 6.80761  -0.590
O: 2.61048 1.04818 -5.42519  -0.495
O: 0.04483 -3.64221 6.80651  -0.704
O: 1.39357 -2.28607 4.94457  -0.681
N: -1.02460 -0.11499 1.48535  -0.347
N: -3.52679 2.16223 -1.91916  -0.312
C: -2.25034 -1.84316 4.56532  -0.100
C: 1.53155 -0.13568 -2.05974  -0.203
C: 2.19888 -0.04659 -3.27004  -0.237
C: 0.18607 1.78985 -2.69528  -0.259
C: 1.90884 0.95972 -4.21766  0.211
C: 0.17372 -1.18364 3.34122  -0.340
C: 0.44119 0.73556 -1.79540  -0.054
C: 1.12108 2.85558 -6.06797  -0.095
C: 2.54677 2.31850 -6.09544  -0.090
C: -1.79746 0.96680 -0.37329  -0.225
C: -1.06390 -2.31051 5.09681  -0.309
C: 0.90426 1.90498 -3.89089  0.307
C: -1.02986 -0.74055 2.75256  0.227
C: -2.12187 0.48556 0.87004  0.032
C: 0.14926 -1.91833 4.48244  0.444
C: -1.09336 -3.12853 6.30049  0.770
C: 0.04399 -0.01744 0.57233  -0.041
C: -2.24787 -1.08323 3.36529  -0.273
C: -2.73735 1.63462 -1.23383  0.280
C: -0.39389 0.54257 -0.59559  -0.042
H: 1.26634 -2.88621 5.70172  0.502
H: 1.77006 -0.94996 -1.37020  0.212
H: 1.16201 -0.96449 2.94616  0.237
H: 1.03374 -0.43617 0.67537  0.228
H: -3.09067 0.64723 1.34968  0.230
H: -3.21473 -2.09955 5.02181  0.251
H: -3.17659 -0.77291 2.93257  0.221
H: 0.44963 2.16457 -6.60524  0.184
H: -0.18246 -4.14793 7.57625  0.516
H: 3.20430 3.03209 -5.59103  0.181
H: 3.03005 -0.71358 -3.45659  0.227
H: 2.83863 2.16807 -7.10590  0.202
H: -0.57990 2.52588 -2.54995  0.236
H: 1.09312 3.83099 -6.55770  0.203



Record 2
C59H45I2N3O4P2STi | ωB97M-V/def2-TZVPD

Values from the calculation:
energy relative to the best compared isomer or geometry (same formula, charge and spin)	0.000	eV
net charge	+1
spin multiplicity	2
gap between HOMO and LUMO (alpha / beta)	6.79 / 6.80	eV
maximum force	2.089	eV/A

Last column: Löwdin spin population.
Positions of all 117 atoms, in Å:
I: -1.19441 -3.39427 -3.49883  0.000
I: 2.91687 -7.73078 -3.17068  0.000
Ti: 1.30631 -0.90992 -0.06497  0.941
S: 1.09554 2.90233 0.35898  0.003
P: -0.52953 1.08018 1.94517  0.003
P: -0.42455 0.82929 -1.84282  0.007
O: 1.93297 -0.45385 1.83659  -0.005
O: 2.45995 -1.37364 3.86643  0.000
O: 1.02859 -2.14429 -1.43246  -0.006
O: 2.19770 3.77601 0.84464  0.001
N: 3.09038 0.24411 -0.73462  0.007
N: 0.12679 -2.13424 1.29704  -0.003
N: 3.07886 -2.11067 0.32448  0.003
C: 0.74276 3.37145 -1.35689  0.000
C: -3.04748 -0.04366 1.91275  0.000
C: 0.43205 1.67101 3.38951  0.001
C: 3.09511 -5.09678 -1.83229  0.000
C: -0.97715 -2.93150 1.00673  0.005
C: -0.65905 3.23524 -3.27622  0.000
C: -4.06242 -0.89842 2.38042  0.000
C: 3.63851 -2.84114 -0.84925  0.000
C: 1.42919 -3.34047 -1.88736  0.000
C: 4.18782 2.20346 -1.58673  0.000
C: -1.83891 -2.63437 -0.05973  0.000
C: -1.32806 2.69071 1.56987  0.000
C: -0.67075 4.98107 1.11285  0.000
C: 5.28260 0.88536 0.09636  0.000
C: 1.56886 3.00159 5.58577  0.000
C: -0.36423 2.05780 4.47787  0.000
C: 0.21643 2.72809 5.56469  0.000
C: -1.89214 0.15181 2.67977  0.000
C: 1.79752 -1.31890 2.82361  0.001
C: 1.80673 1.93347 3.41072  0.000
C: 4.19432 -1.25245 0.86335  0.001
C: -1.12747 0.21819 -4.52642  0.000
C: 1.13721 4.65932 -1.69175  0.000
C: -0.62843 -4.20702 3.05324  0.012
C: -2.55150 -4.78385 1.56964  0.004
C: -3.00414 -3.35829 -0.29857  0.005
C: -3.02107 -0.24440 -2.13142  0.001
C: -3.86407 -1.67070 3.53596  0.000
C: -2.25517 0.88164 -1.75108  0.003
C: -0.43230 3.60357 1.04324  0.000
C: 1.41221 -0.77039 -5.16281  0.000
C: -4.41582 -0.17860 -2.11157  0.000
C: -2.90048 4.48794 1.98182  0.000
C: 1.02637 -5.46203 -3.01182  0.000
C: 0.62195 5.24225 -2.86377  0.000
C: 0.42625 -0.72522 -6.15897  0.000
C: -0.25526 4.51402 -3.65615  0.000
C: -0.15196 0.14465 -3.52438  -0.001
C: 3.20833 1.22112 -1.65782  0.005
C: -5.07718 0.97709 -1.66167  0.001
C: 2.27439 -5.89520 -2.59886  -0.001
C: 2.69390 -3.79821 -1.48443  -0.001
C: -2.92610 2.06025 -1.36048  0.001
C: 4.15447 0.04826 0.11102  0.002
C: -2.60272 3.11509 1.96962  0.000
C: -1.69853 -0.60398 3.85853  0.000
C: -0.82449 -0.22178 -5.82221  0.000
C: -0.05608 2.58725 -2.18904  -0.001
C: -2.67515 -1.52885 4.25557  0.000
C: 2.35326 2.62649 4.49723  0.000
C: -1.95587 5.41418 1.52351  0.000
C: 1.11619 -0.40091 -3.85580  0.001
C: -3.36074 -4.46765 0.50162  -0.002
C: 0.71822 -2.29260 2.49644  0.010
C: -4.32230 2.08129 -1.28875  0.000
C: 0.61289 -4.17603 -2.70242  -0.002
C: 0.39787 -3.32461 3.35947  -0.002
C: -1.38128 -4.01392 1.88550  -0.001
C: 5.28382 1.99591 -0.73988  0.002
H: -6.15613 1.00289 -1.61264  0.000
H: -2.12249 0.58848 -4.31492  0.000
H: -2.53801 -1.16023 -2.45453  0.000
H: 1.00964 -3.45006 4.24661  0.000
H: 4.05244 -5.44984 -1.49371  0.000
H: 6.13527 2.65425 -0.78114  0.000
H: -4.97760 -0.96841 1.80891  0.000
H: -2.48594 -2.16489 5.10659  0.000
H: 3.41970 2.86309 4.46016  0.000
H: -4.60268 -2.35506 3.94902  0.000
H: -2.79384 -5.59526 2.24042  0.000
H: 2.38910 -1.18531 -5.36572  0.000
H: -3.19200 0.47539 0.97201  0.000
H: -0.60090 4.88620 -4.62129  0.000
H: 2.01417 3.48772 6.43985  0.000
H: -4.78738 3.00626 -0.93433  0.000
H: -0.84844 -4.97839 3.78003  0.001
H: 0.65519 -1.06808 -7.15891  0.000
H: -1.44320 1.88408 4.47565  0.000
H: -1.61652 -1.78304 -0.69827  0.002
H: -3.87789 4.81256 2.35972  0.000
H: 0.93053 6.24829 -3.12087  0.000
H: -1.43514 2.73380 -3.83756  0.000
H: 3.98616 -2.06513 -1.56110  0.000
H: 6.09122 0.63887 0.77910  0.000
H: -4.98032 -1.04844 -2.43497  0.000
H: 2.47652 1.64420 2.62274  0.000
H: 5.17220 -1.76639 0.72481  0.000
H: 1.77585 5.17733 -0.98010  0.000
H: -1.62175 -0.18642 -6.56921  0.000
H: 4.12212 3.10738 -2.19742  0.000
H: 0.13756 5.66402 0.84344  0.000
H: 2.43294 1.27365 -2.41441  0.000
H: 0.38260 -6.12456 -3.56660  0.000
H: -0.80458 -0.47738 4.44882  0.000
H: 1.84507 -0.61570 -3.08411  0.001
H: -3.65219 -3.07945 -1.11224  0.000
H: 4.52493 -3.39419 -0.49450  0.000
H: 2.86654 -2.82705 1.02490  0.003
H: -2.37962 2.94420 -1.09703  0.000
H: -3.33866 2.39554 2.31988  0.000
H: -2.16399 6.48068 1.52230  0.000
H: -4.25337 -5.04569 0.29327  0.000
H: 4.08398 -1.07349 1.93952  0.000
H: -0.41740 3.00575 6.40071  0.000



Record 3
C3H7N3S | ωB97M-V/def2-TZVPD

Values from the calculation:
energy relative to the best compared isomer or geometry (same formula, charge and spin)	6.513	eV
net charge	0
gap between HOMO and LUMO (alpha / beta)	7.97 / 7.81	eV
maximum force	4.344	eV/A

Last column: natural (NBO) charge in e.
Positions of all 14 atoms, in Å:
S: 1.63410 -0.00615 -0.48322  0.983
N: 2.25248 0.81095 0.65758  -1.042
N: 0.38836 -0.92740 0.38460  -0.402
N: -0.25072 -1.90533 -0.43000  -0.677
C: -1.27701 0.89384 0.03206  -0.336
C: -0.58785 -0.09947 0.97936  -0.272
C: -0.57277 1.32158 -0.97873  -0.225
H: -0.01271 0.31529 1.74068  0.241
H: -2.27534 1.21541 0.12726  0.224
H: -1.41218 -0.90047 1.43425  0.221
H: -0.48446 1.93305 -1.80509  0.193
H: 0.44480 -2.48173 -0.85965  0.368
H: 3.12732 1.24666 0.30308  0.371
H: -0.97403 -1.41623 -1.10219  0.352